No. 1
This record from OMol25 describes 2 unconnected molecules or ions with the total composition C8H20N3. The level of theory is ωB97M-V/def2-TZVPD.

Each line ends with the natural charge from an NBO analysis.
Cartesian coordinates (Å):
C1 -0.9099 -1.6150 -1.0740  0.61
C2 1.0679 -0.3151 2.5757  -0.65
C3 1.4386 3.0895 1.1632  -0.62
C4 0.7004 2.0009 -0.9914  -0.63
C5 -0.6246 -2.5033 -3.1943  -0.42
C6 -2.3711 -3.4204 -1.5704  -0.39
C7 0.1027 0.8617 2.5827  -0.23
C8 1.0203 1.7242 0.5105  -0.06
N1 -0.6756 -0.7874 -0.2978  -0.55
N2 -0.1144 1.2252 1.1877  -0.57
N3 -1.2660 -2.5008 -1.9289  -0.46
H1 0.8542 -1.0754 1.8374  0.24
H2 2.0891 -0.0352 2.4443  0.22
H3 1.1160 -0.8350 3.5454  0.25
H4 2.0708 3.5044 0.4476  0.23
H5 0.6358 3.7080 1.4122  0.20
H6 1.8533 2.9694 2.1611  0.22
H7 0.6638 0.9968 -1.5610  0.23
H8 1.5488 2.5708 -1.4199  0.24
H9 -0.2437 2.5776 -0.9952  0.21
H10 0.1609 -1.6376 -3.3719  0.24
H11 -1.3482 -2.2756 -3.9535  0.21
H12 -0.1172 -3.4883 -3.4328  0.22
H13 -2.8866 -2.8236 -0.6770  0.23
H14 -1.9991 -4.3286 -1.2013  0.22
H15 -3.0318 -3.5424 -2.4913  0.23
H16 -0.8400 0.4850 2.9177  0.22
H17 0.3112 1.7592 3.2462  0.23
H18 1.9551 1.2215 0.6543  0.23
H19 -0.7277 2.0666 0.9803  0.42
H20 -0.4332 0.4228 0.4946  0.47

Calculated values
Max |F|: 4.868 eV/Å
Relative energy (zero: lowest compared OMol25 entry of this formula, charge and spin): 60.1 kcal/mol
Total energy: -480.781017 Eh
Frontier orbital gap: 10.8 eV
Net charge: +1


No. 2
This record from OMol25 describes 10 unconnected molecules or ions with the total composition H20O10. The level of theory is ωB97M-V/def2-TZVPD.

Each line ends with the natural charge from an NBO analysis.
Cartesian coordinates (Å):
O1 0.6640 0.4272 -0.1665  -0.95
H1 -0.1600 0.7919 -0.5084  0.48
H2 0.4592 -0.4999 -0.0007  0.47
O2 -2.5203 0.4583 -1.3606  -0.94
H3 -2.5034 -0.0646 -0.5512  0.47
H4 -3.1073 1.1939 -1.1524  0.48
O3 1.9330 1.4969 1.5610  -0.93
H5 1.2036 1.8550 1.0425  0.48
H6 1.6272 0.6209 1.8220  0.45
O4 -0.2154 6.1006 -1.2279  -0.93
H7 -0.3122 5.9304 -2.1716  0.47
H8 0.0675 5.2538 -0.8647  0.47
O5 2.5671 -3.9124 -0.7550  -0.96
H9 2.8826 -3.3956 -1.5048  0.49
H10 3.0581 -4.7395 -0.8170  0.47
O6 -4.6445 -0.1657 1.7777  -0.94
H11 -4.0679 -0.3800 1.0356  0.46
H12 -5.5031 -0.5173 1.5167  0.48
O7 4.3561 1.3922 1.9356  -0.92
H13 3.8817 0.8463 2.5727  0.46
H14 5.2451 1.4611 2.3016  0.46
O8 4.1231 -1.5747 -2.2240  -0.95
H15 3.5944 -0.9693 -1.6920  0.48
H16 5.0235 -1.4395 -1.9078  0.48
O9 -4.6543 -1.4634 -1.1687  -0.96
H17 -4.2242 -0.6384 -1.4203  0.47
H18 -5.4755 -1.4632 -1.6732  0.47
O10 -1.1955 -2.5504 1.7080  -0.93
H19 -0.3686 -2.0641 1.6148  0.46
H20 -1.7339 -1.9904 2.2785  0.47

Calculated values
Max |F|: 1.328 eV/Å
Relative energy (zero: lowest compared OMol25 entry of this formula, charge and spin): 94.8 kcal/mol
Total energy: -764.330926 Eh
Frontier orbital gap: 10.3 eV
SMILES: O.O.O.O.O.O.O.O.O.O


No. 3
This record from OMol25 describes 2 unconnected molecules or ions with the total composition C30H44N4O3. The level of theory is ωB97M-V/def2-TZVPD.

Each line ends with the Löwdin charge.
Cartesian coordinates (Å):
C1 -1.3395 0.7743 4.0279  -0.05
C2 -1.4845 0.5220 2.5441  -0.37
C3 -2.3605 -0.6576 2.1739  -0.07
N1 -0.1817 0.2069 1.9634  -0.05
N2 0.0851 -1.0597 1.7322  0.09
N3 1.3585 -1.0777 1.2727  -0.01
C4 1.8918 -2.4555 1.1243  -0.37
C5 0.9847 -3.1651 0.1373  -0.05
C6 1.8845 -3.0977 2.4970  -0.04
C7 1.8980 0.1672 1.2294  -0.08
C8 3.2769 0.4252 0.6296  -0.52
C9 3.5166 1.9272 0.4996  -0.06
C10 3.3652 -0.2096 -0.7629  -0.04
C11 4.3464 -0.1936 1.5301  -0.03
C12 0.9033 1.0508 1.7226  -0.24
C13 0.8178 2.4051 1.9978  -0.02
H1 -2.3147 1.0400 4.4511  0.09
H2 -0.9598 -0.1225 4.5377  0.09
H3 -0.6477 1.6036 4.2020  0.05
H4 -1.8296 1.4392 2.0610  0.14
H5 -3.3661 -0.5455 2.5833  0.08
H6 -2.4567 -0.7129 1.0859  0.08
H7 -1.9147 -1.5938 2.5290  0.07
H8 2.9080 -2.3915 0.7385  0.11
H9 1.2828 -4.2151 0.0405  0.08
H10 -0.0592 -3.1094 0.4697  0.08
H11 1.0610 -2.7045 -0.8540  0.08
H12 2.2246 -4.1374 2.4289  0.09
H13 2.5544 -2.5595 3.1794  0.07
H14 0.8700 -3.0713 2.9157  0.08
H15 3.5339 2.3988 1.4857  0.08
H16 4.4799 2.1256 0.0135  0.09
H17 2.7260 2.3812 -0.1060  0.09
H18 3.2141 -1.2947 -0.7319  0.06
H19 2.6149 0.2328 -1.4286  0.10
H20 4.3571 -0.0226 -1.1962  0.09
H21 4.1768 -1.2693 1.6691  0.07
H22 5.3391 -0.0620 1.0775  0.10
H23 4.3597 0.2901 2.5145  0.06
H24 1.6093 3.0568 1.6567  0.00
H25 -0.0906 2.7778 2.4604  0.01
C14 3.8987 -1.0907 5.5255  -0.06
O1 2.7591 -0.2005 5.5071  -0.08
C15 2.8697 1.1481 5.5609  -0.19
C16 1.7631 1.8980 5.9204  0.04
C17 1.7399 3.3086 5.7649  -0.22
C18 0.5096 4.0043 5.8387  0.03
C19 0.2909 5.3171 5.3615  -0.21
C20 1.1276 5.9347 4.3832  -0.02
C21 0.9468 7.2575 4.0327  0.00
C22 -0.1072 8.0154 4.5891  -0.25
N4 -0.2457 9.3687 4.2759  -0.25
C23 -1.1292 9.8217 3.2201  -0.08
C24 0.7612 10.3461 4.6448  -0.08
C25 -1.0111 7.3748 5.4772  -0.01
C26 -0.8202 6.0656 5.8502  -0.03
C27 2.9808 3.9733 5.5986  0.03
C28 4.1388 3.2732 5.3160  -0.19
O2 5.3255 3.9198 5.3046  -0.08
C29 6.3444 3.6284 4.3218  -0.05
C30 4.0651 1.8281 5.0551  -0.23
O3 4.9655 1.2078 4.4283  0.01
H26 3.4766 -2.0312 5.8962  0.09
H27 4.2533 -1.2246 4.4948  0.07
H28 4.7112 -0.7554 6.1850  0.10
H29 0.8652 1.3871 6.2697  0.13
H30 -0.3232 3.4844 6.3189  0.12
H31 1.9302 5.3577 3.9212  0.11
H32 1.6061 7.7339 3.3062  0.12
H33 -1.8213 9.0252 2.9237  0.09
H34 -1.6940 10.6917 3.5788  0.08
H35 -0.5435 10.1404 2.3437  0.08
H36 1.4151 9.9582 5.4332  0.09
H37 1.3675 10.6363 3.7760  0.08
H38 0.2568 11.2496 5.0094  0.08
H39 -1.8374 7.9556 5.8836  0.12
H40 -1.4827 5.5796 6.5674  0.11
H41 3.0412 5.0582 5.6891  0.13
H42 7.0837 4.4163 4.4881  0.09
H43 6.7813 2.6426 4.5045  0.08
H44 5.9311 3.6984 3.3064  0.10

Calculated values
Max |F|: 3.065 eV/Å
Relative energy (zero: lowest compared OMol25 entry of this formula, charge and spin): 0.0 kcal/mol
Total energy: -1614.095407 Eh
Frontier orbital gap: 4.5 eV


No. 4
This record from OMol25 describes a molecular structure, C26H29N6O5S2Tc. The level of theory is ωB97M-V/def2-TZVPD.

Each line ends with the Mulliken spin population.
Cartesian coordinates (Å):
Tc1 0.3407 0.2120 0.9191  1.83
C1 -0.1180 -2.8548 -0.1639  0.06
N1 0.9648 -1.9704 0.2548  -0.06
C2 1.8544 -1.6225 -0.9002  -0.01
C3 2.7503 -0.4403 -0.5929  -0.01
N2 1.9622 0.8087 -0.3936  0.00
C4 1.5298 1.3578 -1.7087  -0.01
C5 2.7462 1.8679 0.2820  0.03
C6 4.0913 2.0487 0.0033  -0.01
C7 4.7820 3.0941 0.5966  0.01
C8 4.1144 3.9618 1.4505  -0.01
C9 2.7651 3.7815 1.7137  0.01
C10 2.0634 2.7287 1.1320  0.00
S1 0.3333 2.5076 1.4237  0.05
C11 1.7548 -2.6179 1.3336  0.05
C12 2.1193 -3.9561 1.1762  0.00
C13 2.8310 -4.6128 2.1601  0.02
C14 3.1901 -3.9160 3.3107  -0.01
C15 2.8628 -2.5803 3.4458  0.02
C16 2.1509 -1.8952 2.4512  -0.02
S2 1.8615 -0.1744 2.6445  0.06
H1 0.0889 -3.3259 -1.1240  -0.02
H2 -1.2130 -1.1065 -0.4384  0.02
H3 -0.2871 -3.6193 0.5808  0.00
H4 1.2257 -1.4164 -1.7712  0.01
H5 2.4928 -2.4754 -1.1384  0.00
H6 3.4504 -0.3234 -1.4227  0.00
H7 3.3164 -0.6276 0.3165  -0.01
H8 2.4070 1.5714 -2.3208  0.00
H9 0.9795 2.2792 -1.5315  0.01
H10 0.8839 0.6514 -2.2284  0.01
H11 4.6206 1.3777 -0.6650  0.00
H12 5.8365 3.2257 0.3910  0.00
H13 4.6497 4.7782 1.9204  0.00
H14 2.2403 4.4450 2.3894  0.00
H15 1.8499 -4.4963 0.2718  0.00
H16 3.1002 -5.6536 2.0319  0.00
H17 3.7333 -4.4201 4.1007  0.00
H18 3.1526 -2.0310 4.3347  0.00
O1 -4.9285 -2.9332 2.3354  0.00
C17 -4.8663 -3.0722 1.0364  0.00
O2 -5.7789 -3.4356 0.3442  0.00
C18 -3.5597 -2.7310 0.3473  0.02
C19 -3.4364 -2.9597 -0.9985  0.37
N3 -2.1972 -2.5305 -1.4723  0.07
N4 -1.4353 -2.1082 -0.3280  0.00
C20 -2.3643 -2.2156 0.8295  0.42
C21 -2.0132 -1.5339 2.1092  -0.02
O3 -2.6450 -1.8780 3.0989  0.07
O4 -1.1099 -0.6324 2.0911  0.05
H19 -4.0967 -2.5321 2.7121  0.00
H20 -4.1697 -3.3660 -1.6811  0.01
H21 -1.6799 -3.1672 -2.0663  0.00
N5 -1.1634 0.7426 -0.4632  -0.02
C22 -1.9287 1.3994 -1.0366  0.02
N6 -2.7737 2.2103 -1.5926  0.01
C23 -2.9883 2.2565 -3.0543  0.00
C24 -2.5999 3.6381 -3.5455  0.00
O5 -3.3155 4.6339 -2.8422  0.00
C25 -3.0224 4.6234 -1.4529  0.00
C26 -3.4228 3.3022 -0.8305  0.00
H22 -4.0477 2.0775 -3.2457  0.00
H23 -2.3988 1.4801 -3.5372  0.00
H24 -2.8492 3.7414 -4.5984  0.00
H25 -1.5207 3.7854 -3.4174  0.00
H26 -3.5928 5.4289 -0.9998  0.00
H27 -1.9548 4.8044 -1.2882  0.00
H28 -4.5014 3.1629 -0.9009  0.00
H29 -3.1170 3.2477 0.2122  0.00

Calculated values
Spin multiplicity: 4
Max |F|: 1.138 eV/Å
Relative energy (zero: lowest compared OMol25 entry of this formula, charge and spin): 47.0 kcal/mol
Total energy: -2589.825430 Eh
Frontier orbital gap (alpha / beta): 7.3 / 6.0 eV
Net charge: +1


No. 5
This record from OMol25 describes a molecular structure, C18H19Co2N2O6. The level of theory is ωB97M-V/def2-TZVPD.

Each line ends with the natural charge from an NBO analysis.
Cartesian coordinates (Å):
C1 2.6345 -0.8249 -2.7107  -0.40
C2 1.7904 -0.9567 -1.4553  -0.40
C3 0.5430 -0.0550 -1.5017  -0.50
C4 0.8496 1.3024 -0.9597  0.56
N1 0.1590 1.7065 0.1010  -0.38
C5 0.4771 3.0369 0.6635  -0.23
C6 1.7910 3.5932 0.2259  -0.43
C7 1.9533 3.4596 -1.2680  -0.20
N2 1.6949 2.0727 -1.6460  -0.41
C8 2.2109 1.6498 -2.9722  -0.20
C9 3.2355 0.5269 -2.9162  -0.41
H1 3.4374 -1.5508 -2.6566  0.21
H2 1.9931 -1.0306 -3.5636  0.20
H3 1.4596 -1.9901 -1.2949  0.25
H4 2.3886 -0.7447 -0.5596  0.20
H5 0.1160 0.0453 -2.5210  0.23
H6 -0.2619 -0.4378 -0.8594  0.31
H7 -0.2942 3.7227 0.2958  0.20
H8 0.3937 2.9973 1.7501  0.22
H9 1.8767 4.6488 0.4813  0.22
H10 2.6143 3.0716 0.6965  0.21
H11 1.2537 4.1317 -1.8200  0.19
H12 2.9703 3.7251 -1.6075  0.20
H13 1.3364 1.3948 -3.5786  0.20
H14 2.6307 2.5624 -3.4056  0.20
H15 3.9124 0.7629 -2.1051  0.20
H16 3.8237 0.6045 -3.8300  0.21
O1 -2.9621 -1.0106 5.4670  -0.58
C10 -3.0499 -1.4203 4.4137  0.51
Co1 -3.1970 -2.3614 2.9596  -0.14
C11 -1.7807 -3.4268 3.3327  0.49
O2 -0.9964 -4.1423 3.7422  -0.57
C12 -4.5864 -3.2033 3.6713  0.50
O3 -5.3748 -3.7790 4.2809  -0.58
C13 -2.7486 -0.5590 1.7306  -0.34
C14 -1.5512 -0.3182 1.1283  -0.45
C15 -0.4624 0.6932 1.2668  -0.26
Co2 -2.3779 -1.9608 0.7520  -0.08
C16 -0.8967 -2.9117 0.7500  0.50
O4 0.1509 -3.3852 0.7985  -0.61
C17 -2.7760 -1.9134 -0.9697  0.48
O5 -2.8285 -1.6776 -2.0986  -0.61
C18 -3.5279 -3.4893 1.2966  0.39
O6 -4.0841 -4.4741 0.9309  -0.63
H17 -3.5350 0.1957 1.9325  0.17
H18 0.3848 0.1788 1.7380  0.19
H19 -0.7899 1.5406 1.8939  0.18

Calculated values
Max |F|: 5.842 eV/Å
Relative energy (zero: lowest compared OMol25 entry of this formula, charge and spin): 61.9 kcal/mol
Total energy: -4023.623061 Eh
Frontier orbital gap: 3.2 eV
Net charge: -1


No. 6
This record from OMol25 describes C3H6O3 in the gas phase. The level of theory is ωB97M-V/def2-TZVPD.

Each line ends with the natural charge from an NBO analysis.
Cartesian coordinates (Å):
O1 0.6939 -1.5215 0.8271  -0.53
C1 1.1754 -0.4265 0.6211  0.41
C2 0.3837 0.8743 0.7693  -0.17
O2 -0.5252 1.1341 -0.2791  -0.52
C3 -0.8535 0.0297 -1.0938  0.22
O3 -1.6482 -0.9140 -0.4783  -0.72
H1 2.2382 -0.3459 0.3310  0.13
H2 1.0820 1.7158 0.8063  0.19
H3 -0.1409 0.8216 1.7327  0.20
H4 0.0957 -0.4019 -1.4543  0.12
H5 -1.4043 0.4298 -1.9458  0.18
H6 -1.0969 -1.3955 0.1638  0.49

Calculated values
Max |F|: 0.681 eV/Å
Relative energy (zero: lowest compared OMol25 entry of this formula, charge and spin): 44.8 kcal/mol
Total energy: -343.583211 Eh
Frontier orbital gap: 10.5 eV
SMILES: O=CCOCO